{"formula": "C4H7NO2S", "method": "ωB97M-V with the def2-TZVPD basis set", "species": ["C", "C", "C", "C", "N", "O", "O", "S", "H", "H", "H", "H", "H", "H", "H"], "coordinates": [[0.5132, 0.0080, 1.1347], [-0.0208, -1.5931, 1.0116], [-0.3370, -0.3331, -1.0955], [0.5412, 1.8618, -0.4597], [0.3971, 0.4343, -0.1471], [0.9122, 0.4567, 2.1728], [-2.4920, -1.4025, 0.0446], [-1.1531, -1.7730, -0.3755], [1.0163, -2.0730, 0.8665], [-0.5512, -1.9369, 2.0108], [-0.9644, 0.3093, -1.5542], [0.4016, -0.6559, -1.9802], [1.2311, 1.7891, -1.2843], [-0.4103, 2.3889, -0.6294], [0.9160, 2.5194, 0.2850]], "forces_ev_per_a": [[-1.67, -3.87, -2.65], [1.91, 0.21, 3.97], [4.37, -1.95, -1.49], [-0.63, -0.33, -0.58], [0.41, 2.26, 1.19], [0.29, 1.30, 2.04], [-1.59, 0.37, 0.95], [0.96, -0.24, -1.48], [-1.99, -0.16, -0.10], [1.28, 0.47, -1.86], [-2.84, 1.67, -1.55], [-1.43, 0.04, 1.90], [-0.05, 1.13, -0.68], [-0.05, -0.60, -0.81], [1.04, -0.30, 1.17]], "homo_lumo_gap_ev": [4.3, 5.7], "relative_energy_kcal_mol": 110.52, "largest_force_ha_per_bohr": 0.0976, "total_energy_ev": -20674.07094, "total_charge": 0, "multiplicity": 3, "homo_energy_ha": [-0.1358, -0.3421]}